Molecular formula: C5H9N
Method: DFT, the ωB97M-V functional and the def2-TZVPD basis

- energy relative to the best compared isomer or geometry (same formula, charge and spin) (kcal per mole) = 35.25
- structure (SMILES) = CCCCC#N
- Kohn-Sham gap (eV) = 12.0
- HOMO (hartree) = -0.413
- E_LUMO (Eh) = 0.02986

The geometry in XYZ format:
```
15
Properties=species:S:1:pos:R:3:forces:R:3:mulliken_charge:R:1
C 2.188 -1.582 -1.168 3.0 0.6 -1.0 -0.998
C 0.985 -1.443 -0.284 -2.1 -0.2 0.7 -0.405
C 0.520 0.057 0.041 2.1 -0.2 1.0 -0.464
C -0.925 0.161 0.648 1.3 -2.8 -1.1 -0.380
C -1.548 1.406 0.599 -4.0 6.4 -0.8 0.185
N -2.225 2.386 0.513 3.0 -3.9 0.4 -0.447
H 2.378 -2.671 -1.638 -0.5 2.5 1.4 0.294
H 3.096 -1.260 -0.464 -1.4 -0.9 -2.0 0.243
H 2.177 -0.830 -2.094 -0.1 -1.6 2.0 0.249
H 1.081 -2.093 0.667 -0.1 1.2 -1.3 0.267
H 0.150 -1.874 -0.834 -0.3 -0.2 0.0 0.343
H 1.357 0.400 0.865 -2.2 -0.1 -2.2 0.224
H 0.530 0.682 -0.906 0.4 -0.7 1.2 0.347
H -0.872 -0.105 1.678 -0.1 -0.6 0.9 0.275
H -1.640 -0.541 0.120 0.9 0.5 0.6 0.267
```
Forces are in eV/Å.



Molecular formula: C41H42FN6O5Rb
Method: DFT, the ωB97M-V functional and the def2-TZVPD basis

- energy relative to the best compared isomer or geometry (same formula, charge and spin) (kcal per mole) = 46.66
- Kohn-Sham gap (eV) = 6.8
- HOMO (hartree) = -0.265
- E_LUMO (Eh) = -0.01641

The geometry in XYZ format:
```
96
Properties=species:S:1:pos:R:3:forces:R:3:mulliken_charge:R:1
Rb 12.090 -0.064 19.339 -0.4 -0.2 1.1 0.766
C 13.466 5.180 18.439 0.3 -0.3 -0.6 -0.530
O 12.994 4.495 17.197 0.3 -1.6 2.3 -0.435
C 12.833 3.156 17.650 -0.6 0.7 2.1 -0.120
N 12.838 2.931 18.964 0.5 0.8 -4.1 0.086
C 13.127 4.250 19.590 -0.2 -1.0 1.7 0.014
C 11.956 4.753 20.453 -0.3 -0.4 -0.4 -0.103
C 11.990 6.068 20.923 -0.2 0.7 -0.8 -0.302
C 10.866 6.694 21.473 1.2 0.0 0.5 -0.769
C 9.751 5.920 21.716 -0.1 0.3 -0.6 -0.543
C 9.690 4.630 21.229 -0.3 -2.0 0.6 -0.390
C 10.798 3.988 20.659 0.0 0.2 0.3 -0.037
C 12.566 2.197 16.505 -0.4 -0.9 -0.3 0.102
C 12.725 2.674 15.169 0.7 -1.6 1.4 -0.581
C 12.668 1.714 14.159 0.2 -0.2 -0.8 -0.450
C 12.305 0.402 14.439 -0.8 -0.6 0.7 -0.549
C 11.867 0.073 15.774 1.1 2.1 -1.5 -0.006
N 12.122 0.914 16.801 -0.1 1.6 -1.6 0.262
C 11.004 -1.112 15.925 -0.2 -1.9 0.8 0.367
N 10.612 -1.648 17.023 -0.2 -0.2 -1.7 -0.022
C 9.647 -2.748 16.589 0.5 1.3 1.8 0.085
C 9.742 -2.811 15.104 0.6 -0.3 -1.5 -0.614
O 10.623 -1.714 14.732 0.1 0.6 0.8 -0.423
C 8.286 -2.437 17.110 -1.7 -0.4 1.6 0.039
C 7.952 -1.341 17.960 1.9 0.6 -0.8 -0.094
C 6.670 -1.150 18.345 -1.8 -1.1 0.3 -0.583
C 5.668 -2.116 18.090 -0.1 1.1 0.7 -0.281
C 5.974 -3.260 17.407 1.6 -1.1 -0.1 -0.666
C 7.306 -3.442 16.952 -0.4 2.0 0.2 -0.475
H 12.947 6.138 18.589 0.5 -0.3 -0.6 0.497
H 14.567 5.228 18.359 -0.5 0.5 -0.2 0.242
H 13.985 4.095 20.311 -0.6 0.2 -1.0 0.343
H 12.866 6.697 20.732 -0.1 -0.3 0.1 0.490
H 10.927 7.759 21.764 -0.1 -0.8 -0.1 0.324
H 8.942 6.362 22.246 -0.8 0.2 0.2 0.455
H 8.813 3.955 21.359 0.5 0.9 0.0 0.254
H 10.726 2.889 20.492 0.1 1.1 -0.4 0.334
H 13.162 3.638 14.979 -0.4 0.3 0.1 0.441
H 12.929 1.991 13.113 -0.2 -0.2 1.0 0.358
H 12.274 -0.398 13.668 -0.1 0.9 0.6 0.396
H 9.936 -3.693 17.038 0.4 -0.1 0.1 0.454
H 8.808 -2.717 14.550 -0.1 0.3 0.3 0.364
H 10.180 -3.762 14.771 0.2 0.4 0.0 0.309
H 8.640 -0.556 18.376 -0.2 -1.0 -0.9 0.177
H 6.433 -0.303 18.956 -0.1 0.4 0.2 0.548
H 4.688 -1.942 18.547 0.2 -0.2 -0.4 0.348
H 5.334 -4.137 17.360 -0.3 0.4 -0.2 0.336
H 7.587 -4.334 16.449 0.1 -0.8 -0.4 0.428
C 6.132 2.278 24.993 -1.7 0.4 -1.6 -1.935
C 7.222 1.462 25.624 0.4 -1.8 0.1 0.818
C 6.606 0.360 26.547 0.1 -0.2 0.0 -1.067
C 7.686 -0.496 27.246 -0.2 0.6 0.9 -0.772
C 8.925 -0.734 26.421 0.9 -0.6 -1.9 0.438
C 9.846 -1.754 26.711 0.5 0.4 -1.7 -1.064
C 10.918 -2.018 25.817 -0.5 1.2 -0.8 0.014
F 11.783 -3.063 25.989 -0.4 0.4 0.7 -0.356
C 11.146 -1.248 24.667 -1.0 -0.7 1.8 -0.853
C 10.152 -0.363 24.240 0.3 -0.8 0.9 -0.116
C 10.282 0.266 22.900 -1.0 1.6 0.9 0.678
O 11.415 0.467 22.490 0.3 -0.4 -1.2 -0.713
C 9.002 0.809 22.385 0.0 -0.5 0.6 0.044
C 8.043 1.084 23.339 1.2 -0.6 -1.0 -0.268
N 8.104 0.733 24.631 -1.0 1.0 1.4 0.107
C 9.086 -0.123 25.113 -0.7 0.1 0.7 0.507
C 8.720 1.158 20.925 -1.3 1.9 0.2 -0.310
O 7.676 1.893 20.733 2.0 -1.7 0.1 -0.874
O 9.579 0.775 20.092 -0.4 -0.1 -0.1 -0.504
H 5.420 2.694 25.703 0.4 -0.1 0.6 0.401
H 5.438 1.640 24.374 0.9 0.4 0.4 0.387
H 6.381 3.157 24.349 0.4 -0.8 0.5 0.422
H 7.897 2.106 26.232 -0.4 -0.4 -0.2 0.225
H 5.839 -0.338 26.121 0.8 0.9 -0.6 0.323
H 6.051 0.914 27.285 -0.2 0.1 0.6 0.457
H 7.246 -1.427 27.633 0.1 0.0 -0.6 0.366
H 7.925 -0.003 28.206 0.4 0.1 -0.4 0.378
H 9.649 -2.441 27.488 0.0 -0.5 1.0 0.500
H 12.103 -1.333 24.221 0.5 -0.2 -1.0 1.032
H 7.145 1.600 23.105 -0.2 0.4 -0.8 0.779
N 14.861 -0.117 20.717 1.2 -1.0 -0.8 -0.158
C 15.855 -1.226 21.011 0.3 0.5 -1.3 -0.565
C 15.655 -1.808 22.423 1.3 0.0 -1.1 -0.425
C 16.037 -0.781 23.476 1.5 -0.9 0.6 -0.411
C 15.722 -1.184 24.920 -0.1 -0.1 0.0 -0.987
N 14.333 -0.985 25.251 -0.6 -0.8 0.5 -0.315
H 15.230 0.512 19.984 -0.2 -0.4 0.8 0.180
H 14.745 0.399 21.563 -0.2 0.7 0.3 0.084
H 16.952 -0.860 20.917 -1.6 -0.5 0.1 0.272
H 15.689 -2.003 20.195 0.3 0.8 1.1 0.295
H 16.280 -2.747 22.417 -0.7 0.9 0.6 0.292
H 14.630 -2.032 22.584 -1.1 -0.6 0.0 0.178
H 15.607 0.163 23.195 -0.3 0.6 0.3 0.311
H 17.131 -0.652 23.500 -0.1 0.2 -0.5 0.278
H 16.436 -0.686 25.608 -0.3 -0.1 -0.2 0.343
H 15.854 -2.246 25.028 0.6 -0.6 -0.1 0.371
H 14.212 -0.018 25.436 -0.7 0.9 0.4 0.172
H 13.976 -1.564 26.040 0.6 0.8 -0.9 0.197
```
Forces are in eV/Å.



Molecular formula: C5H7NO
Method: DFT, the ωB97M-V functional and the def2-TZVPD basis

- energy relative to the best compared isomer or geometry (same formula, charge and spin) (kcal per mole) = 41.68
- structure (SMILES) = C[C@@]1(O)C[C@H]1C#N
- Kohn-Sham gap (eV) = 10.6
- HOMO (hartree) = -0.365
- E_LUMO (Eh) = 0.02432

The geometry in XYZ format:
```
14
Properties=species:S:1:pos:R:3:forces:R:3:mulliken_charge:R:1
C 1.551 0.059 0.390 -0.2 0.3 0.4 -1.384
C 0.185 -0.554 0.136 -0.5 0.4 0.9 0.811
O 0.314 -1.935 0.085 -0.5 -0.1 -0.5 -0.540
C -1.212 -0.009 0.667 0.8 -0.2 0.3 -0.822
C -0.771 0.169 -0.758 -0.1 0.1 -0.7 0.141
C -0.457 1.492 -1.215 0.3 1.0 -0.6 -0.023
N -0.199 2.563 -1.565 -0.2 -0.8 0.3 -0.452
H 2.376 -0.405 -0.157 -0.6 -0.4 -0.3 0.361
H 1.832 -0.016 1.424 0.0 -0.1 0.6 0.305
H 1.589 1.104 0.130 -0.2 0.4 -0.1 0.371
H -0.582 -2.257 0.213 0.1 -0.6 0.0 0.341
H -1.199 0.829 1.351 0.1 0.2 -0.3 0.275
H -2.148 -0.596 0.780 1.2 -0.2 0.1 0.249
H -1.277 -0.444 -1.483 -0.2 -0.1 -0.2 0.365
```
Forces are in eV/Å.



What is the energy relative to the best compared isomer or geometry (same formula, charge and spin) in the first record? 35.25 kcal per mole